Entry 1:
ORCA calculation (the ωB97M-V functional and the def2-TZVPD basis) on 2 unconnected molecules or ions with the total composition C3H9S.

XYZ file:
```
13
Properties=species:S:1:pos:R:3:lowdin_charge:R:1
S 2.82718 -2.85712 1.79512 -0.44
H 2.54173 -2.09821 0.72204 -0.54
C -1.34144 -0.10038 -1.04667 -0.13
C 0.00439 0.42768 -0.56303 -0.32
C -0.03930 1.08429 0.82154 -0.13
H -1.42580 -0.07439 -2.14047 0.06
H -1.52768 -1.11876 -0.70636 0.07
H -2.18262 0.51366 -0.71362 0.06
H 0.66275 -0.41955 -0.44195 0.09
H 0.44926 1.11329 -1.27227 0.09
H 0.99394 1.33741 1.06663 0.07
H -0.21974 0.28686 1.54703 0.07
H -0.74267 1.90523 0.93203 0.06
```

LUMO, eV: 3.62
E_HOMO, eV: -2.39
2S+1: 1
Gap between HOMO and LUMO, eV: 6.0
Total charge: -1

Entry 2:
ORCA calculation (the ωB97M-V functional and the def2-TZVPD basis) on 2 unconnected molecules or ions with the total composition C3H9S.

XYZ file:
```
13
Properties=species:S:1:pos:R:3:lowdin_charge:R:1
S 1.96779 1.22733 -0.18681 0.39
H 2.24605 0.77468 -1.41085 -0.29
C -0.58914 -1.04302 1.23821 -0.16
C -1.63711 -1.26036 0.13389 -0.31
C -1.73353 -0.09989 -0.88060 -0.13
H -0.54141 -0.09424 1.84676 0.09
H -0.49160 -1.84986 1.91001 0.04
H 0.36797 -0.93132 0.77269 -0.01
H -1.41364 -2.26543 -0.39104 0.12
H -2.57099 -1.47073 0.64862 0.08
H -2.50930 -0.22948 -1.65262 0.07
H -0.77762 0.04066 -1.36461 0.04
H -2.03544 0.80803 -0.31897 0.08
```

LUMO (spin up / spin down), eV: 0.94 / -2.56
E_HOMO (spin up / spin down), eV: -10.06 / -9.63
2S+1: 2
Gap between HOMO and LUMO (spin up / spin down), eV: 11.0 / 7.1

Entry 3:
ORCA calculation (the ωB97M-V functional and the def2-TZVPD basis) on 2 unconnected molecules or ions with the total composition C3H9S2.

XYZ file:
```
14
Properties=species:S:1:pos:R:3:lowdin_charge:R:1
C 0.53552 -2.12482 -0.30644 -0.65
S 2.37244 -2.78025 -0.67141 -0.18
H 0.71112 -2.03157 0.73240 -0.09
H -0.08894 -3.10556 -0.35487 -0.01
H -0.03851 -1.32988 -0.81265 -0.04
C -1.38542 1.17450 1.03895 -0.51
S -0.70098 2.48221 0.01731 0.67
C 0.54778 1.43869 -0.87033 -0.39
H -1.84788 0.28444 0.49959 0.05
H -0.76587 0.50881 1.72034 0.06
H -2.01123 1.66769 1.80561 0.02
H 1.39098 1.46866 -0.03611 0.07
H 1.14669 1.82377 -1.76493 0.06
H 0.13430 0.52330 -0.99745 -0.07
```

LUMO, eV: 2.94
E_HOMO, eV: -2.26
2S+1: 1
Gap between HOMO and LUMO, eV: 5.2
Total charge: -1

Calculated values (eV/Å) of F_max for the records, taken in order: 1.41; 1.97; 6.10.